Record 1
A cluster of 5 separate species, C21H32F12NO9 in total. Source: the Open Molecules 2025 dataset; level of theory: wB97M-V/def2-TZVPD.

strongest force on any atom = 0.5 eV/Å
net charge = -1
Kohn-Sham gap = 0.1227 hartree
electronic energy = -74823.604 eV
spin multiplicity = 1

The geometry in XYZ format:
```
75
C21H32F12NO9 | the Open Molecules 2025 dataset | wB97M-V/def2-TZVPD
C 6.135 3.302 3.671
C -0.705 3.693 2.374
C -4.387 -0.898 -6.711
O 0.944 1.896 2.602
H -2.307 -2.687 6.617
F 7.405 3.174 1.649
H 0.588 -4.260 -5.673
F 0.682 -1.260 1.141
C -6.313 -1.463 -5.466
F -3.369 1.498 5.194
H -2.361 -2.473 9.103
H -0.396 1.067 -2.189
H -3.385 -1.741 -4.990
H 6.463 0.565 5.251
H -1.268 3.205 1.579
O -5.646 -1.627 -6.585
C 2.217 -2.879 -7.810
H 1.066 -2.120 -3.431
O -2.295 -0.714 6.224
F -1.577 1.020 4.071
C 0.908 -3.210 -5.907
H 5.510 1.987 5.709
H -0.976 -1.210 -2.681
O 5.197 3.870 4.147
C -2.038 1.411 5.264
C 0.147 0.602 -3.013
C 7.091 3.984 2.661
F 6.537 5.087 2.168
H 2.518 -3.866 -8.248
C -1.941 -1.796 7.119
C 0.754 3.305 2.317
O 6.552 2.075 3.921
F -8.510 -1.702 -6.324
C 0.508 -1.568 -4.210
H -1.134 3.385 3.325
H -4.247 -0.806 -7.785
H -0.855 -1.847 7.189
H 1.900 -3.073 -5.402
H -2.305 -1.130 -6.246
C -2.582 -1.610 8.474
H 1.334 3.806 3.090
H 1.154 0.374 -2.648
H 1.194 3.526 1.345
F -1.552 2.620 5.537
C -1.585 0.393 6.338
H -3.664 -1.523 8.376
F -7.407 -3.536 -5.979
C 1.115 -0.373 2.021
H -1.308 -0.441 -4.242
F 2.455 -0.459 2.106
O -0.084 -2.439 -5.123
H -2.200 -0.718 8.968
H 4.022 0.101 4.976
H 3.037 -2.632 -7.087
C 4.551 0.713 4.246
F 8.228 4.328 3.290
H -0.802 4.771 2.251
H -4.526 0.095 -6.286
F -8.160 -2.397 -4.303
C -0.523 -0.677 -3.522
C 0.745 1.068 1.590
C 5.774 1.323 4.887
H 2.312 -2.165 -8.645
H 3.868 1.483 3.890
C -7.616 -2.302 -5.515
H 0.264 1.326 -3.822
O -6.052 -0.762 -4.532
F 0.614 -0.683 3.226
N 0.924 -2.822 -7.228
H 4.829 0.081 3.404
C -3.248 -1.645 -6.067
O -0.693 0.616 7.102
H -3.153 -2.644 -6.491
O 0.395 1.332 0.481
H 1.237 -0.924 -4.735
```

Mulliken population analysis, charges in e, atoms 1 to 6: 0.39, -0.91, -0.36, -0.24, 0.33, -0.24

Record 2
A cluster of 3 separate species, C21H32F16N3O6S in total at a distorted geometry. Source: the Open Molecules 2025 dataset; level of theory: wB97M-V/def2-TZVPD.

strongest force on any atom = 5.3 eV/Å
net charge = +1
Kohn-Sham gap = 0.2755 hartree
electronic energy = -93356.579 eV
spin multiplicity = 1

The geometry in XYZ format:
```
79
C21H32F16N3O6S | the Open Molecules 2025 dataset | wB97M-V/def2-TZVPD
C -1.992 -4.405 -3.384
H 2.420 -1.373 -1.792
H -5.251 7.941 3.282
F -1.430 -5.688 -6.486
H 2.642 -3.630 2.673
H 1.254 -3.802 3.767
O 1.005 0.851 -3.814
C 3.470 2.777 1.266
F -0.098 -7.162 -7.289
N 0.867 0.040 3.962
C -2.802 4.155 3.290
C 1.585 -0.778 3.208
H 0.585 -1.166 -3.891
F -1.959 3.303 3.955
H 1.756 1.383 -3.540
N 1.635 -0.455 1.833
C 1.734 -3.106 3.039
C -4.978 7.336 2.415
F -4.033 4.157 1.228
C -3.456 7.304 2.239
H 1.202 0.449 4.829
N 2.186 -1.913 3.831
H -0.258 -2.529 2.264
H 1.839 0.343 -1.599
O -2.802 6.720 3.337
C 0.006 -1.124 0.103
F -3.879 4.314 4.080
C 2.925 1.631 2.178
H 1.890 -5.758 -6.444
H -2.304 3.211 1.390
C 2.908 0.212 1.461
C 0.929 -5.241 -6.453
C 1.572 -0.669 -1.976
H 0.985 4.738 2.783
H -2.208 -6.901 -4.591
H 0.009 -2.235 -1.820
H 3.202 -1.843 3.864
H -0.046 0.328 3.618
H 4.578 2.798 1.274
H -0.190 -0.049 0.336
C -0.223 -6.244 -6.316
F -3.011 8.569 2.171
H 3.444 1.583 3.153
O 3.161 4.107 3.556
H -0.886 -1.697 0.428
F -5.488 6.104 2.588
F 0.932 -4.337 -5.452
H -3.057 -4.647 -3.426
C 0.208 -1.213 -1.449
F -5.559 7.858 1.315
F -3.066 6.715 1.099
F -1.601 -6.164 -1.923
C -2.053 5.508 3.187
H -1.398 5.547 2.314
H 3.788 -0.360 1.850
F 0.145 -5.328 -2.910
C 0.759 -2.762 1.873
F -1.805 -3.504 -2.381
H 1.857 1.880 2.387
H 2.098 -1.960 0.295
C -3.191 3.448 1.984
H -0.580 -0.563 -1.904
S 2.954 4.355 2.094
C 1.274 -1.602 0.942
C 1.408 -0.500 -3.552
H -1.377 5.524 4.045
F -3.824 2.282 2.271
O -0.174 -6.949 -5.104
H 2.340 -0.736 -4.105
F 0.812 -4.554 -7.608
H 2.986 0.314 0.359
H 3.059 2.774 0.238
C -1.153 -5.658 -3.106
O 1.321 4.550 1.892
H -1.118 -7.727 -3.534
F -1.652 -3.779 -4.516
O 3.750 5.518 1.673
C -1.223 -6.819 -4.131
H 0.644 -3.699 1.280
```

Mulliken population analysis, charges in e, atoms 1 to 6: 0.09, 0.27, 0.23, -0.28, 0.36, 0.36

Record 3
A structure of composition C21H32F6N6PdSb at a distorted geometry. Source: the Open Molecules 2025 dataset; level of theory: wB97M-V/def2-TZVPD.

strongest force on any atom = 2.9 eV/Å
net charge = -2
Kohn-Sham gap (alpha / beta) = 0.2193 / 0.2381 hartree
electronic energy = -57560.920 eV
spin multiplicity = 2

The geometry in XYZ format:
```
67
C21H32F6N6PdSb | the Open Molecules 2025 dataset | wB97M-V/def2-TZVPD
H -2.371 -3.799 2.123
H 3.815 -0.336 -0.949
H 0.306 -3.166 0.349
Pd -0.786 1.573 0.465
H 0.418 -1.584 1.201
C -1.919 -1.059 0.476
F -0.535 0.176 6.756
H 1.461 2.743 -3.410
C -0.704 -1.181 -1.485
F 1.402 0.109 4.844
C 3.389 3.027 -1.589
F -2.680 0.284 5.064
C 0.043 -2.935 -3.585
H 2.307 1.180 -3.308
H 0.029 -3.038 2.110
N 2.147 2.298 -1.506
H -3.505 0.188 2.873
C 1.038 -2.221 -2.874
C -1.635 -1.885 -2.234
F -0.946 3.329 1.414
C 1.625 1.862 -2.782
C 1.838 1.596 -0.335
H 0.362 3.607 1.274
N 1.953 2.314 0.813
C 2.407 -2.448 -3.187
C 1.384 3.659 0.880
H 3.728 3.297 -0.592
H -4.824 0.410 0.463
C -0.943 2.614 -1.153
C -0.106 -2.536 1.148
N -3.077 -0.581 0.971
C -3.745 0.531 0.328
C 1.724 -0.567 -1.218
H 3.255 3.944 -2.173
H 2.451 0.689 2.053
H -4.378 -1.313 2.464
H 0.783 1.241 2.223
C -3.426 -0.776 2.373
H 1.351 4.104 -0.111
H -3.444 -3.042 0.937
C -1.276 -2.758 -3.272
H 2.645 -3.161 -3.968
H -1.768 3.319 -1.238
H -2.638 -1.315 2.888
H -3.430 1.484 0.764
H -2.050 -3.285 -3.819
N 1.396 0.388 -0.290
H 4.435 -2.001 -2.697
C 3.389 -1.800 -2.491
N -1.222 -0.398 -0.434
C 0.678 -1.310 -1.846
H 4.170 2.424 -2.078
C 1.812 1.569 2.061
H -0.104 2.801 -1.822
H 0.671 1.363 -2.641
H 2.106 2.223 2.882
F -0.736 0.304 2.198
H -3.500 0.550 -0.733
C -2.424 -3.376 1.114
N -1.517 -2.270 0.967
Sb -0.622 0.482 4.806
F -0.744 -1.422 4.459
H 1.997 4.283 1.537
H 0.353 -3.618 -4.368
H -2.182 -4.168 0.391
C 3.047 -0.861 -1.503
H -2.679 -1.750 -1.978
```

Mulliken population analysis, charges in e, atoms 1 to 6: 0.29, 0.50, 0.23, 0.15, -0.02, 0.28

Record 4
A cluster of 3 separate species, C21H32FO5P in total at a distorted geometry. Source: the Open Molecules 2025 dataset; level of theory: wB97M-V/def2-TZVPD.

strongest force on any atom = 1.8 eV/Å
net charge = 0
Kohn-Sham gap = 0.3233 hartree
structure (SMILES) = COCCCCCO[P@@](=O)(O)OC[C@H](C)F.c1ccccc1.c1ccccc1
electronic energy = -44541.662 eV
spin multiplicity = 1

The geometry in XYZ format:
```
60
C21H32FO5P | the Open Molecules 2025 dataset | wB97M-V/def2-TZVPD
C -2.486 -3.740 6.300
H -3.943 -2.399 5.474
O 1.271 2.464 0.142
H 1.013 4.473 0.440
H -4.703 -0.926 -2.821
H 1.171 -0.601 0.645
H 2.210 4.278 2.436
C 0.477 3.542 0.618
C 0.258 3.393 2.140
H -3.498 -1.892 0.475
H -0.837 0.631 -1.081
C 1.271 4.156 2.971
C -1.550 -2.521 -0.185
H -0.497 3.583 0.133
H 1.470 3.587 3.875
H 0.868 -3.398 5.999
H -3.483 0.199 -2.166
C 3.549 -0.278 -6.967
C 2.657 0.423 -4.845
H 4.737 1.175 -8.004
C -2.761 -1.606 -0.282
H -3.226 -4.395 6.741
O 0.126 2.750 -2.171
O 2.629 2.537 -1.993
H 3.125 2.411 -4.228
H -2.498 -0.557 -0.124
P 1.365 2.096 -1.413
F 0.331 2.047 2.474
C 0.103 -0.588 0.431
O -3.361 -1.770 -1.558
H 0.372 -2.705 0.764
O 1.216 0.527 -1.443
H 4.466 2.899 -6.258
H -0.851 -1.981 1.759
C -0.456 -2.000 0.741
H -4.834 -0.374 -1.147
H -0.311 0.135 1.131
H 0.897 5.135 3.260
C -4.133 -0.650 -1.940
H -2.253 -0.909 4.460
H -1.166 -2.688 -1.191
H -1.868 -3.497 0.178
C -1.135 -4.020 6.448
C -0.028 -0.096 -1.007
C 3.251 1.662 -4.996
H -0.822 -4.892 7.006
H 3.661 -1.033 -7.735
C -2.889 -2.620 5.587
H 2.072 0.214 -3.960
C -1.940 -1.782 5.018
C 2.800 -0.546 -5.831
C 4.000 1.930 -6.136
H 0.151 -1.409 4.720
C -0.186 -3.181 5.882
H -0.200 -0.896 -1.716
H -0.733 2.626 -1.759
H -0.763 3.695 2.368
C 4.152 0.962 -7.118
C -0.588 -2.063 5.165
H 2.330 -1.515 -5.710
```

Mulliken population analysis, charges in e, atoms 1 to 6: -0.37, 0.36, -0.20, 0.42, 0.27, 0.54

Record 5
A structure of composition C21H32InN6O4S2 at a distorted geometry. Source: the Open Molecules 2025 dataset; level of theory: wB97M-V/def2-TZVPD.

strongest force on any atom = 1.1 eV/Å
net charge = +1
Kohn-Sham gap = 0.2653 hartree
electronic energy = -66269.071 eV
spin multiplicity = 1

The geometry in XYZ format:
```
66
C21H32InN6O4S2 | the Open Molecules 2025 dataset | wB97M-V/def2-TZVPD
H 1.051 2.021 -4.064
H 1.214 -2.922 3.224
C 3.378 0.715 2.704
H -0.307 2.242 -2.078
C 2.674 -0.101 0.785
In -0.612 -0.228 -0.149
H 0.965 -0.071 -2.676
H 1.378 1.100 3.282
H -1.959 -0.047 -5.150
N 2.603 -0.196 -3.960
O 5.603 -0.696 0.163
H -1.536 -2.184 -4.271
C -4.786 1.135 1.431
C -1.730 -0.058 -4.083
O 1.304 -1.177 -0.812
H -1.993 0.313 5.138
H 3.877 1.089 3.584
H 0.950 -2.254 -3.893
C 1.131 -0.113 -3.744
C -1.018 -1.373 -3.748
H -5.450 1.455 0.625
H -2.678 -0.031 -3.539
H -0.112 -0.518 6.513
H -5.099 0.131 1.722
C -2.751 3.060 2.362
H -3.440 3.790 1.934
C -0.229 -0.855 5.492
H -1.643 -2.501 1.338
C 2.421 -0.590 -0.596
H -3.207 2.649 3.264
H -4.920 1.806 2.275
H 0.433 1.065 -5.428
H -0.557 -2.459 -2.067
C -0.931 1.213 -3.751
C 3.859 0.152 1.537
H 5.828 0.546 2.900
H 0.423 -1.370 -5.344
H 3.032 -0.426 -2.915
H 2.994 0.697 -4.247
N -0.831 1.397 -2.291
N -0.704 -2.162 1.521
C 0.668 -1.766 4.952
C -2.425 1.976 1.352
C -1.456 -0.848 3.423
C -1.291 -0.397 4.721
H -2.055 -1.807 -2.046
C 0.512 -2.210 3.646
H -1.846 3.590 2.650
H 2.856 -0.903 -4.643
H -0.019 -2.859 1.257
N -1.086 -1.619 -2.292
H -1.760 1.542 -1.900
C -0.550 -1.752 2.878
H 1.489 -2.138 5.550
C 0.430 -1.360 -4.250
H -2.292 -0.506 2.820
S -0.731 2.035 0.861
O 3.248 -0.318 -1.483
C 0.484 1.125 -4.338
H -1.450 2.060 -4.211
C 5.270 -0.167 1.179
N 1.602 0.261 1.459
N 2.042 0.771 2.597
S -3.108 -0.211 -0.211
O 6.199 0.159 2.102
C -3.359 1.104 0.937
```

Mulliken population analysis, charges in e, atoms 1 to 6: 0.56, 0.36, -0.71, 0.25, 0.10, 1.10

Record 6
The molecule C21H32N6O. Source: the Open Molecules 2025 dataset; level of theory: wB97M-V/def2-TZVPD.

strongest force on any atom = 0.8 eV/Å
net charge = 0
Kohn-Sham gap = 0.3159 hartree
structure (SMILES) = CC(C)n1cc(CN2CCC(n3nccc3NC(=O)C3CCCC3)CC2)cn1
electronic energy = -33284.792 eV
spin multiplicity = 1

The geometry in XYZ format:
```
60
C21H32N6O | the Open Molecules 2025 dataset | wB97M-V/def2-TZVPD
H 2.994 -4.373 -2.046
C -5.279 -2.443 -0.061
C 0.261 1.470 -1.251
H -2.297 3.380 0.910
C 0.686 1.825 0.178
H -4.560 1.574 1.694
H 0.053 3.201 1.716
N 2.437 3.492 0.088
H -7.001 -2.131 1.181
H -7.120 -3.554 0.133
C -4.502 -3.286 0.948
H -3.896 3.048 -0.699
H 5.704 -2.774 0.737
N 3.047 0.027 0.412
O 5.247 -0.535 0.432
H 2.985 -2.377 1.477
H -5.054 -2.780 -1.080
H 1.682 -2.629 -0.488
H 0.441 2.337 -1.887
H 2.696 -4.827 -0.361
C 3.593 -2.302 0.570
H -3.558 2.061 -2.134
C -4.071 0.945 -0.396
N -1.993 2.254 -0.800
C -4.538 0.827 0.924
C 4.086 -0.862 0.468
N 2.077 2.211 0.219
H -1.858 1.690 1.244
C 4.759 -3.304 0.623
H 0.848 0.631 -1.634
H 5.226 -3.538 -1.473
C -4.290 -0.308 -0.933
H 3.001 -2.025 -1.503
H -1.402 0.216 -0.672
C 3.754 3.507 0.096
H 5.304 1.909 0.259
H 5.126 -5.077 -0.606
C 4.282 2.216 0.223
C -3.423 2.126 -1.050
H -4.097 -0.692 -1.915
H 0.548 0.952 0.833
H -1.532 0.909 -2.305
N -5.002 -0.384 1.160
C -0.200 2.960 0.683
C -1.225 1.126 -1.279
H -4.679 -2.901 1.949
H -7.325 -1.934 -0.544
H 2.108 -0.340 0.442
C -6.783 -2.523 0.192
C 3.168 1.404 0.291
N -4.849 -1.066 0.030
C -1.666 2.553 0.580
H 4.638 -3.980 1.470
C 2.756 -2.689 -0.671
C 3.203 -4.110 -1.010
H -3.435 -3.243 0.741
H 4.282 4.435 0.011
H -0.015 3.841 0.070
H -4.825 -4.322 0.901
C 4.693 -4.081 -0.692
```

Mulliken population analysis, charges in e, atoms 1 to 6: 0.37, 0.47, -0.51, 0.44, -0.48, 0.53

Record 7
A structure of composition C21H33BeN3O7P2 at a distorted geometry. Source: the Open Molecules 2025 dataset; level of theory: wB97M-V/def2-TZVPD.

strongest force on any atom = 4.2 eV/Å
net charge = 0
Kohn-Sham gap (alpha / beta) = 0.1286 / 0.1286 hartree
electronic energy = -60080.335 eV
spin multiplicity = 1

The geometry in XYZ format:
```
67
C21H33BeN3O7P2 | the Open Molecules 2025 dataset | wB97M-V/def2-TZVPD
C 2.952 1.688 1.725
C 1.560 -0.158 1.164
P -1.314 -2.961 -2.965
C -1.039 -3.968 -0.814
H -1.115 -5.878 0.210
O 2.994 2.709 -2.289
H -0.105 2.547 -0.855
N 2.196 1.866 -1.906
C 2.249 0.547 2.124
O 0.360 -0.082 -0.883
H -0.700 -1.820 -0.928
O 4.387 3.364 2.411
H -0.259 2.180 -4.847
H -2.207 -2.574 -5.134
H -2.537 -4.702 -4.257
H -3.889 0.913 -4.198
C -1.339 2.024 -4.723
H -3.359 -6.291 -0.017
H -3.400 -5.707 -2.347
H 0.038 -4.136 -1.047
H -3.979 -3.538 -3.225
O 0.315 -1.631 2.501
C -3.613 -3.598 -2.184
O 1.446 1.158 -2.775
C -3.813 -4.978 -1.630
H -3.154 -1.757 -3.892
O 3.700 1.905 3.892
H -0.800 3.238 -2.352
P -1.563 0.762 -3.399
H -0.790 -4.574 -4.663
H 0.961 -3.670 -2.864
N 3.730 2.354 2.727
H -1.790 1.707 -5.681
H -4.623 -1.774 -1.633
C 0.442 -2.809 -3.302
H -3.654 -4.651 0.553
C -1.336 -2.535 -0.349
C -3.775 -2.472 -1.409
C -3.170 -5.225 -0.253
H -1.310 -5.449 -3.194
C -0.896 2.396 -1.647
H -4.898 -5.181 -1.561
C -2.135 -1.925 -4.251
H 0.878 -1.875 -2.928
N 1.026 -1.500 1.480
C 2.928 2.160 0.406
C -2.858 -2.107 -0.329
H -2.824 -0.988 -0.294
C -1.524 -4.591 -3.844
H 0.520 -2.858 -4.395
H -1.886 -0.271 -5.566
C 1.314 0.398 -0.115
H 3.547 2.969 0.029
H -3.233 -2.450 0.652
Be -0.021 0.752 -2.207
C 2.077 1.549 -0.523
H 2.262 0.171 3.151
C -1.438 -0.617 -4.620
H -0.360 -0.740 -4.817
H -1.900 2.452 -1.148
O 1.369 -2.439 0.723
C -3.389 0.740 -3.223
H -3.728 -0.229 -2.839
H -1.797 2.968 -4.422
H -3.719 1.517 -2.529
H -0.992 -2.401 0.695
C -1.696 -5.039 -0.262
```

Mulliken population analysis, charges in e, atoms 1 to 6: -0.75, -0.42, 1.72, 0.14, 0.32, -0.57